The following is a DFT calculation (ωB97M-V with the def2-TZVPD basis set) of a structure of composition C41H32AsIrN5O7S.

Geometry as ORCA input:
```
! wB97M-V def2-TZVPD RIJCOSX def2/J DEFGRID3
* xyz -1 5
Ir 0.24 -0.38 0.05
C -0.28 -0.16 4.30
C 1.02 -0.01 4.77
C 2.06 0.01 3.87
C 1.80 -0.12 2.51
N 0.52 -0.27 2.07
C -0.48 -0.29 2.94
C 2.78 -0.11 1.44
C 4.15 0.05 1.64
C 5.01 0.07 0.57
C 4.51 -0.09 -0.72
C 3.15 -0.24 -0.93
C 2.26 -0.26 0.14
H -1.12 -0.17 4.98
H 1.21 0.08 5.83
H 3.08 0.14 4.20
H -1.47 -0.41 2.54
H 4.54 0.18 2.64
H 6.07 0.19 0.73
H 5.19 -0.07 -1.57
H 2.80 -0.36 -1.94
C 2.23 7.64 1.50
C 1.44 6.65 0.69
C 0.63 7.03 -0.37
C -0.02 6.00 -1.06
N 0.10 4.71 -0.71
C 0.88 4.43 0.33
S 1.08 2.80 0.83
N 1.57 5.36 1.04
H 1.85 8.65 1.38
H 3.28 7.60 1.18
H 2.20 7.34 2.55
H 0.51 8.07 -0.64
H -0.65 6.19 -1.92
O 0.86 -2.16 -1.71
N 0.36 -1.41 -2.54
O 0.00 -0.29 -2.08
O -1.50 -4.30 -0.23
C -1.59 -3.33 0.50
O -0.77 -2.39 0.74
C -2.88 -3.24 1.37
C -3.57 -4.39 1.75
C -4.74 -4.26 2.48
C -5.23 -3.03 2.85
C -4.53 -1.88 2.49
C -3.36 -2.00 1.72
N -4.96 -0.60 2.91
O -6.06 -0.47 3.43
O -4.21 0.37 2.74
H -3.18 -5.36 1.47
H -5.29 -5.15 2.77
H -6.14 -2.94 3.42
H -2.85 -1.10 1.40
O -1.82 0.45 0.03
As -2.78 1.73 -0.34
C -2.31 2.31 -2.14
C -0.98 2.53 -2.46
C -0.62 2.83 -3.77
C -1.59 2.88 -4.76
C -2.93 2.66 -4.44
C -3.29 2.38 -3.14
C -4.65 1.30 -0.60
C -5.02 0.05 -1.06
C -6.36 -0.26 -1.22
C -7.33 0.70 -0.96
C -6.95 1.97 -0.53
C -5.61 2.27 -0.34
C -2.46 3.23 0.83
C -2.67 4.52 0.37
C -2.29 5.60 1.15
C -1.71 5.38 2.39
C -1.50 4.08 2.85
C -1.87 3.01 2.06
H -0.23 2.47 -1.68
H 0.41 3.00 -4.01
H -1.31 3.09 -5.78
H -3.68 2.71 -5.22
H -4.33 2.21 -2.89
H -4.25 -0.69 -1.28
H -6.65 -1.25 -1.54
H -8.37 0.47 -1.08
H -7.70 2.72 -0.32
H -5.30 3.24 0.03
H -3.11 4.67 -0.61
H -2.43 6.61 0.78
H -1.41 6.22 3.00
H -1.03 3.92 3.81
H -1.69 1.99 2.39
*
```

As for the HOMO-LUMO gap (alpha / beta): 2.658 / 6.215 eV. For the LUMO energy (alpha / beta), the calculation gives 1.39 / 0.86 eV. Its expectation value of S² is 6.03. The calculation puts the energy above the lowest of the compared OMol25 structures with the same formula, charge and spin at 1.401 eV.

Mulliken charges in e:
1 Ir 2.0536
2 C -0.8493
3 C -0.7196
4 C -0.9638
5 C 0.6865
6 N 0.3149
7 C -0.3438
8 C 1.0254
9 C -0.5661
10 C -0.7973
11 C -0.7889
12 C -0.4132
13 C -0.1527
14 H 0.5141
15 H 0.4234
16 H 0.3986
17 H 0.4549
18 H 0.3374
19 H 0.3687
20 H 0.4024
21 H 0.4300
22 C -1.3360
23 C 0.7279
24 C -0.7369
25 C -0.6425
26 N 0.2455
27 C -0.2919
28 S 0.0039
29 N -0.5438
30 H 0.3388
31 H 0.2577
32 H 0.3055
33 H 0.3612
34 H 0.3972
35 O -0.2842
36 N 0.0900
37 O -0.2649
38 O -0.7213
39 C -0.0100
40 O -0.6108
41 C -0.1908
42 C -0.5278
43 C -0.5749
44 C -0.6226
45 C -0.7669
46 C 2.5566
47 N 1.0327
48 O -0.6768
49 O -0.5006
50 H 0.5009
51 H 0.3851
52 H 0.4990
53 H -0.7070
54 O 0.0851
55 As 0.9731
56 C 1.1343
57 C -0.1823
58 C -0.9833
59 C -0.6523
60 C -0.7724
61 C -0.7201
62 C -0.0071
63 C -0.4613
64 C -0.7164
65 C -0.4757
66 C -0.7541
67 C -0.1106
68 C 0.7087
69 C -0.2020
70 C -0.7761
71 C -0.4431
72 C -0.6345
73 C -0.5960
74 H -0.2131
75 H 0.4573
76 H 0.3846
77 H 0.4145
78 H 0.4119
79 H 0.4384
80 H 0.4135
81 H 0.3819
82 H 0.4004
83 H 0.3045
84 H 0.3950
85 H 0.2976
86 H 0.4073
87 H 0.4192
88 H 0.1662